DFT (the ωB97M-V functional and the def2-TZVPD basis) results for a 3-piece molecular cluster, C23H44N2O4S overall in a non-equilibrium geometry.

```
74
Properties=species:S:1:pos:R:3:forces:R:3
H -2.962 -3.674 -0.619 -0.031 -0.015 0.050
H 5.189 3.346 4.217 -0.857 -1.846 -1.636
H 4.175 1.756 4.398 0.971 1.354 -1.490
H -1.458 1.585 1.550 1.408 0.543 -0.845
N 2.765 -3.635 0.822 -3.052 12.273 0.374
C -3.835 -5.479 0.215 -0.104 0.055 -0.076
H -1.919 4.190 -2.080 0.075 -0.038 -0.009
C 0.484 2.102 1.856 -0.921 1.771 1.440
H 1.921 4.105 -2.313 -0.009 0.023 0.089
H -2.194 4.796 -4.299 -0.014 -0.079 -0.049
C 0.161 3.425 2.827 -0.794 -1.016 0.356
H -4.868 -5.138 0.082 0.062 -0.052 0.002
H 1.539 4.183 -0.581 0.010 -0.012 -0.032
H 3.779 2.912 2.955 2.018 -0.754 1.249
C -1.853 3.968 -4.927 -0.017 0.143 -0.198
C -3.481 -6.475 -0.896 0.143 -0.029 0.026
H 1.378 2.429 1.176 -1.663 -1.045 1.078
H 4.661 -1.592 2.387 -0.488 2.691 0.251
C -4.803 -5.359 -2.766 -0.017 0.146 -0.196
O 1.623 -0.278 -0.262 1.436 1.313 2.374
O 5.814 0.195 2.568 -2.545 3.335 0.051
C -0.422 -1.224 1.521 -8.285 1.086 -3.821
H -3.305 -3.596 1.098 0.015 -0.036 -0.161
H 2.070 5.636 -1.445 0.027 -0.165 0.036
C 0.790 0.862 2.879 0.119 0.319 -0.386
H -2.505 -6.928 -0.683 -0.085 0.047 0.009
H -3.141 -6.683 -3.005 0.039 0.076 0.066
H 0.445 2.400 -2.845 -0.066 0.009 0.006
H 0.250 4.226 -4.549 -0.010 -0.049 0.031
H 3.194 1.276 1.513 0.422 -2.214 -0.070
H -0.861 3.153 3.377 2.143 0.629 -1.096
H -3.817 -6.011 1.174 0.014 0.039 -0.060
C 5.715 1.662 2.640 3.609 3.697 -4.118
H 0.119 -2.132 4.133 1.550 0.717 -1.001
O -0.698 1.937 0.998 0.751 -0.738 1.704
C 3.490 0.154 1.363 1.094 -0.638 -0.683
H 0.966 3.558 3.673 -1.437 -0.022 -1.810
H 1.881 0.706 -0.297 -0.726 -2.098 -0.140
H -0.045 0.773 3.713 1.588 0.237 -1.911
H 4.144 0.118 0.365 -1.501 -0.036 2.132
H -4.205 -7.299 -0.865 0.049 0.064 -0.035
C 4.449 -0.429 2.557 -0.473 -1.038 0.354
C 0.956 -0.608 2.180 -1.101 -0.875 0.106
H 1.793 1.131 3.463 -2.069 -0.834 -1.340
C -0.504 3.435 -4.474 0.000 -0.195 0.109
H -4.734 -4.988 -3.793 -0.102 -0.024 0.113
O 6.498 2.415 1.826 -4.924 -5.301 5.418
C -0.531 2.852 -3.057 0.096 0.016 0.010
H -0.013 5.653 -2.780 -0.002 -0.026 0.030
H -2.700 -5.102 -2.388 -0.022 -0.063 0.047
H -0.867 3.317 -0.987 -0.004 0.068 -0.128
H -0.191 2.644 -5.166 0.039 0.083 0.068
C 2.142 -0.725 1.056 -0.104 -0.745 -1.101
C -1.478 -4.604 0.631 0.213 0.140 -0.078
S 1.407 -1.804 3.601 -1.501 0.071 0.048
C 0.028 5.073 -1.852 -0.180 -0.084 0.099
H -0.050 4.390 2.199 0.717 -1.899 1.181
H -5.144 -4.532 -2.138 -0.007 -0.080 -0.050
C -3.453 -5.893 -2.313 -0.006 -0.168 0.117
C 1.472 4.723 -1.531 0.163 0.187 -0.117
H -2.612 3.180 -4.904 0.039 0.096 0.034
H -1.784 4.339 -5.955 -0.102 -0.026 0.117
H -5.562 -6.148 -2.743 0.030 0.089 0.032
C -0.885 3.848 -1.947 -0.119 0.002 0.022
H -1.256 2.028 -3.026 0.082 0.079 -0.005
N -1.612 -1.363 0.983 11.169 1.194 5.203
C -2.922 -4.254 0.309 -0.123 -0.084 0.159
H 3.938 -0.323 3.609 1.004 -0.100 -1.996
C 2.446 -2.358 0.872 2.743 -8.700 -0.085
H -0.880 -3.692 0.716 -0.069 -0.345 -0.031
H -1.028 -5.223 -0.151 -0.005 0.001 0.098
H -0.356 5.732 -1.063 -0.003 -0.036 -0.112
C 4.660 2.483 3.615 -0.317 -1.056 0.250
H -1.411 -5.144 1.581 0.022 -0.034 -0.075
```
Positions in Å, forces in eV/Å.

* molecular weight: 444.68 g mol⁻¹
* SMILES: CC(=O)OCC[C@@](O)(C#N)[C@](S)(C#N)C[C@H](C)O.CCCCCC.CCCCCC
* LUMO level: -0.1 eV
* Kohn-Sham gap: 0.3706 Eh
* 2S+1: 1
* total charge: 0
* electronic energy: -1711.08869 hartree
* highest occupied orbital energy: -0.3734 Ha
* maximum force: 0.24605 hartree/bohr

These are the Löwdin partial charges, in e, on atoms 1 to 2: 0.10, 0.11


DFT (the ωB97M-V functional and the def2-TZVPD basis) results for C23H44NP3PbSe as an isolated structure in a non-equilibrium geometry.

```
73
Properties=species:S:1:pos:R:3:forces:R:3
C 0.935 0.083 3.452 -0.483 0.098 0.494
H 0.654 -3.674 -1.252 0.212 0.130 -0.020
H 1.918 -2.487 2.167 0.209 0.206 0.016
C -1.787 3.715 3.108 0.027 0.462 0.255
C -4.392 3.310 -8.379 -3.433 -2.330 -0.629
H -3.429 -2.477 1.605 -0.110 0.182 0.162
H 3.511 -1.593 -2.383 0.154 0.440 0.070
C -2.124 1.575 2.101 -0.786 -0.264 0.308
C -2.859 -1.540 1.601 -1.169 0.190 0.750
H -2.622 -1.264 2.638 -0.086 -0.181 -0.273
H -2.691 -3.481 -0.477 0.142 0.215 -0.234
H 0.572 1.102 3.620 0.073 -0.165 -0.032
H -2.733 -1.909 -1.338 0.084 -0.208 0.137
H -2.521 2.197 -4.646 0.291 0.049 0.191
H 1.090 4.376 -5.538 -0.089 -0.132 0.170
H -1.328 -2.980 -1.525 -0.196 0.027 0.233
C -0.632 -3.176 1.576 0.108 -0.967 0.529
P 1.648 -0.106 1.817 2.183 0.307 2.543
H -1.523 1.439 -2.505 -0.013 0.238 -0.280
H 0.100 -0.612 3.606 0.194 0.122 0.021
H -1.393 -3.967 1.680 0.405 0.039 0.149
C 0.575 -1.312 -3.203 -0.188 -0.104 -0.572
C 2.938 1.144 1.734 0.335 0.418 -0.168
H 3.570 0.988 0.852 -0.011 0.017 0.206
C 1.577 -3.086 -1.231 0.304 -1.051 0.040
H 0.251 -3.599 1.085 -0.285 0.081 0.067
H -3.480 -0.754 1.154 0.080 -0.401 -0.004
C -0.607 3.784 2.380 0.466 0.298 -0.003
H -2.294 5.745 3.460 0.078 -0.087 0.177
H 1.723 -0.138 4.191 -0.259 0.053 -0.231
C -2.550 2.578 2.942 -0.248 -0.346 0.002
H -1.417 4.950 4.790 -0.108 0.112 -0.121
H 3.242 -1.506 2.854 -0.208 -0.036 -0.307
H -4.356 2.379 -8.955 -0.016 0.283 0.147
Pb 0.009 0.086 0.036 -2.401 -0.408 -1.344
H -0.349 -2.834 2.581 -0.131 -0.121 -0.187
P 1.341 -1.363 -1.587 0.306 -0.627 -0.702
C -2.186 4.810 4.022 -0.226 0.204 0.228
Se 1.247 2.002 -1.231 1.078 2.094 -1.563
C -0.785 3.338 -5.240 0.410 -0.111 0.502
P -1.410 -1.869 0.661 -0.390 -1.587 0.501
H -1.227 0.074 -1.242 -0.414 0.438 -0.151
H 2.989 0.129 -2.464 0.145 -0.288 0.119
N -0.973 1.638 1.408 -0.546 0.504 0.460
C 1.070 3.306 -3.680 0.194 0.181 -0.165
H -2.809 0.717 2.054 0.958 0.478 -0.432
H -2.337 3.797 -8.649 -0.301 0.069 0.073
H 1.093 -2.066 -3.816 -0.233 0.289 -0.016
C 0.512 3.732 -4.878 -0.005 0.028 -0.074
H -1.221 3.674 -6.182 0.225 -0.070 0.315
H -3.486 2.454 3.476 0.080 0.018 -0.057
C -3.302 4.075 -8.212 3.260 2.423 0.373
H 3.553 1.055 2.644 -0.127 0.063 -0.309
H 3.192 -1.839 1.102 -0.038 0.054 0.196
C -1.511 2.510 -4.377 0.019 -0.156 0.243
H -0.498 -1.542 -3.170 0.297 0.012 0.018
H 2.245 -3.457 -2.026 -0.210 -0.146 0.304
C -0.237 2.744 1.566 0.627 1.011 0.055
H 2.524 2.156 1.678 0.162 -0.215 0.148
H -5.362 3.593 -7.952 0.278 -0.067 -0.143
H 0.704 -0.320 -3.652 -0.011 -0.212 0.047
C 2.994 -0.780 -1.848 1.009 0.132 -0.365
H 2.076 3.611 -3.400 -0.176 0.034 -0.159
H 3.533 -0.570 -0.916 -0.079 -0.097 -0.215
H 0.725 2.889 1.033 -0.867 -0.499 0.257
H -3.344 5.011 -7.645 -0.023 -0.250 -0.181
H -3.133 4.587 4.516 0.106 0.094 -0.028
C 0.344 2.469 -2.801 0.055 0.251 -0.440
C -2.085 -2.626 -0.816 -0.171 -0.101 -0.596
C -0.956 2.082 -3.174 -0.509 -0.206 0.052
H 0.043 4.653 2.464 -0.135 -0.159 -0.033
C 2.576 -1.630 1.983 0.200 -0.744 -0.239
H 2.074 -3.238 -0.265 -0.073 -0.007 -0.286
```
Positions in Å, forces in eV/Å.

* molecular weight: 713.69 g mol⁻¹
* LUMO level (alpha / beta): -15.1 / -13.2 eV
* energy relative to the best compared isomer or geometry (same formula, charge and spin): 0.0 kcal per mole
* Kohn-Sham gap (alpha / beta): 0.1277 / 0.1961 Eh
* 2S+1: 1
* total charge: +4
* electronic energy: -4574.23863 hartree
* highest occupied orbital energy (alpha / beta): -0.6844 / -0.6817 Ha
* maximum force: 0.08161 hartree/bohr

These are the Löwdin partial charges, in e, on atoms 1 to 2: -0.20, 0.06


Q: Which formula does entry 1 have?
A: C23H44N2O4S